{
  "formula": "C52H70IrN3O2PSSe",
  "method": "ωB97M-V with the def2-TZVPD basis set",
  "e_lumo_ev": [-3.07, -3.06],
  "e_above_lowest_kj_mol": 0.0,
  "gap_ev": [6.84, 6.84],
  "homo_ev": [-9.90, -9.90],
  "total_charge": 1,
  "symbols": ["Ir", "C", "C", "C", "C", "C", "C", "C", "Se", "C", "C", "C", "C", "C", "C", "O", "C", "C", "C", "C", "C", "C", "C", "C", "C", "O", "C", "C", "C", "C", "C", "C", "H", "H", "H", "H", "H", "H", "H", "H", "H", "H", "H", "H", "H", "H", "H", "H", "H", "H", "H", "H", "H", "H", "H", "H", "H", "H", "H", "H", "H", "H", "H", "H", "H", "H", "H", "H", "H", "H", "H", "H", "N", "C", "C", "C", "C", "C", "C", "N", "C", "C", "C", "S", "C", "N", "H", "H", "H", "H", "H", "H", "H", "C", "C", "C", "C", "P", "C", "C", "C", "C", "C", "C", "C", "C", "C", "C", "H", "H", "H", "H", "H", "H", "H", "H", "H", "H", "H", "H", "H", "H", "H", "H", "H", "H", "H", "H", "H", "H", "H"],
  "xyz": [[-1.02288, 0.41179, -1.09042], [4.17967, -4.32209, 1.80346], [3.84140, -4.70932, 0.35543], [3.03162, -6.01534, 0.35525], [5.15084, -4.95528, -0.39595], [3.01230, -3.59260, -0.28080], [1.78041, -3.25757, 0.24130], [1.06092, -2.20717, -0.30056], [-0.72326, -1.90357, 0.23672], [-0.53655, -1.04302, 1.91770], [-0.12574, -1.76989, 3.01739], [-0.24362, -1.22715, 4.28544], [-0.85466, 0.01668, 4.35914], [-1.31739, 0.75837, 3.26877], [-1.06545, 0.24091, 1.97536], [-1.32029, 0.91368, 0.84743], [-2.11668, 2.03490, 3.61109], [-1.19536, 3.03589, 4.32383], [-3.27472, 1.64574, 4.54813], [-2.73626, 2.74904, 2.41117], [0.15826, -2.04332, 5.51328], [1.64031, -2.43290, 5.41204], [-0.04715, -1.27002, 6.81609], [-0.70404, -3.31352, 5.56657], [1.48344, -1.42968, -1.36373], [0.75643, -0.38226, -1.80359], [2.69745, -1.83483, -1.98806], [3.41064, -2.88387, -1.41128], [3.19478, -1.20040, -3.29627], [2.11879, -1.42529, -4.37104], [4.49350, -1.83179, -3.80233], [3.46536, 0.29158, -3.08242], [4.65703, -5.16108, 2.31561], [3.28362, -4.04825, 2.36390], [4.86454, -3.47153, 1.82341], [3.64796, -6.83609, 0.72929], [2.70593, -6.26374, -0.65711], [2.14705, -5.94384, 0.99169], [5.72818, -5.72284, 0.12231], [5.76192, -4.05100, -0.43998], [4.96487, -5.30663, -1.41427], [1.36356, -3.81293, 1.07480], [0.27215, -2.76760, 2.87040], [-1.02003, 0.44231, 5.34032], [-0.78047, 2.62261, 5.24515], [-1.75210, 3.94152, 4.57969], [-0.36138, 3.31776, 3.67532], [-2.92076, 1.29407, 5.51766], [-3.88506, 0.85701, 4.10027], [-3.91858, 2.51121, 4.72154], [-1.97005, 3.13692, 1.75120], [-3.33421, 3.58932, 2.77314], [-3.38739, 2.09182, 1.83104], [2.27046, -1.54055, 5.41135], [1.85004, -2.99818, 4.50121], [1.92401, -3.05130, 6.26694], [0.53089, -0.34237, 6.82473], [0.29069, -1.88112, 7.65500], [-1.10075, -1.03331, 6.98348], [-0.56928, -3.92972, 4.67519], [-1.76239, -3.05146, 5.64022], [-0.43955, -3.91675, 6.43858], [4.33230, -3.17300, -1.89186], [1.98841, -2.49492, -4.55101], [2.41405, -0.95078, -5.31268], [1.16135, -1.02163, -4.04876], [4.36661, -2.88848, -4.04869], [5.29734, -1.72995, -3.07093], [4.80742, -1.31253, -4.71078], [2.58733, 0.78592, -2.68505], [3.74119, 0.77132, -4.02615], [4.28930, 0.42320, -2.37604], [-4.91202, -1.76583, -1.64178], [-5.13669, -1.82894, -0.27775], [-6.12060, -2.46947, 0.46677], [-6.04350, -2.33643, 1.83698], [-5.00774, -1.60098, 2.43664], [-4.04068, -0.96293, 1.68857], [-4.10942, -1.07549, 0.29961], [-3.29411, -0.57010, -0.71703], [-3.80190, -1.01063, -1.82839], [-3.18681, -0.78846, -3.11441], [-3.72701, -1.08960, -4.32059], [-2.60931, -0.77426, -5.55920], [-1.48474, -0.24374, -4.40358], [-1.89591, -0.28571, -3.16196], [-5.43989, -2.23849, -2.35412], [-6.90020, -3.05353, -0.00607], [-6.79113, -2.80599, 2.46237], [-4.96441, -1.53843, 3.51664], [-3.25675, -0.39848, 2.17264], [-4.72278, -1.44299, -4.53971], [-0.52755, 0.10437, -4.71858], [-2.44890, 2.99592, -3.18145], [-1.70124, 3.68681, -2.03153], [-2.55097, 3.57479, -0.76276], [-1.50663, 5.15530, -2.40899], [-0.13097, 2.64827, -1.76136], [0.74715, 2.90104, -3.33405], [0.91505, 1.81504, -4.17128], [1.45837, 1.95599, -5.44034], [1.86856, 3.20700, -5.87264], [1.77098, 4.29488, -5.01381], [1.21084, 4.14802, -3.75430], [1.06489, 3.39387, -0.47602], [0.88439, 4.88845, -0.22123], [2.49589, 3.10712, -0.94479], [0.87401, 2.65610, 0.85026], [-3.36689, 3.54955, -3.39245], [-2.72137, 1.97733, -2.90961], [-1.85343, 2.96556, -4.09720], [-3.55684, 3.95949, -0.95251], [-2.11845, 4.14990, 0.05620], [-2.64406, 2.54011, -0.43446], [-2.49474, 5.61415, -2.50443], [-1.00453, 5.26167, -3.36984], [-0.95999, 5.72019, -1.65989], [0.66995, 0.85123, -3.77043], [1.56965, 1.09394, -6.08877], [2.28952, 3.33208, -6.86195], [2.14118, 5.26484, -5.32041], [1.15054, 5.00993, -3.10359], [1.08785, 5.49535, -1.10379], [1.60112, 5.18357, 0.54945], [-0.11186, 5.12560, 0.15224], [2.78786, 3.71027, -1.80315], [2.62443, 2.05752, -1.20482], [3.17685, 3.33317, -0.12085], [-0.13027, 2.77881, 1.23922], [1.58368, 3.05328, 1.58148], [1.06321, 1.58887, 0.73759]],
  "mulliken_charge": [3.539, -1.530, 2.200, -1.638, -2.210, -0.539, -0.873, 0.317, 0.254, 1.058, -0.809, 0.071, -0.822, 0.441, -0.525, 0.295, 2.118, -1.806, -1.636, -1.351, 1.868, -1.646, -2.110, -1.588, -0.129, -0.011, -0.938, -0.487, 2.752, -1.563, -2.421, -1.059, 0.462, 0.216, 0.356, 0.470, 0.353, 0.319, 0.452, 0.404, 0.405, 0.491, 0.124, 0.395, 0.297, 0.534, 0.193, 0.345, 0.219, 0.509, -0.357, 0.718, 0.049, 0.365, 0.224, 0.479, 0.397, 0.439, 0.397, 0.322, 0.330, 0.438, 0.609, 0.421, 0.321, 0.299, 0.450, 0.492, 0.446, -0.668, 0.525, 0.447, -0.055, 0.346, -1.332, -0.651, -1.121, 0.806, -0.815, 0.622, -0.014, -0.158, -0.890, -0.227, -0.217, 0.022, 0.239, 0.439, 0.416, 0.540, 0.578, 0.496, 0.048, -1.774, 1.842, -1.670, -1.878, 0.016, 0.405, 0.479, -0.051, -0.943, -1.104, -0.314, 2.768, -2.143, -2.021, -1.584, 0.629, 0.189, 0.303, 0.611, 0.252, -0.123, 0.539, 0.411, 0.323, -0.771, 0.447, 0.415, 0.472, 0.289, 0.345, 0.510, 0.362, 0.328, 0.362, 0.604, -0.158, 0.900, -0.252]
}